DFT (wB97M-V/def2-TZVPD) results for C4H11N3 in the gas phase at a distorted geometry.

- SMILES string = [H]/N=C(/N)NCCC
- energy relative to the best compared isomer or geometry (same formula, charge and spin) (eV) = 2.7000
- HOMO energy (hartree) = -0.3054
- strongest force on any atom (hartree/bohr) = 0.087

Last column: natural (NBO) charge in e.
Cartesian coordinates (Å):
H -2.72322 -0.02519 0.95781  0.3382
N -2.75372 -0.24223 0.00880  -0.8511
C -1.55342 -0.25062 -0.55051  0.6076
N -1.18134 -1.23672 -1.52347  -0.8578
N -0.65696 0.71464 -0.31438  -0.6311
C 0.88198 0.52633 -0.25684  -0.2231
C 1.50695 0.42390 1.33752  -0.4028
C 3.02103 0.10080 1.16957  -0.6352
H -1.96672 -1.61786 -2.02773  0.4085
H -0.25867 -1.19722 -2.00006  0.3849
H -1.03228 1.27625 0.53978  0.3861
H 1.11731 -0.56466 -0.73750  0.1970
H 1.22624 1.44828 -0.82877  0.2155
H 0.90908 -0.31059 1.83217  0.2103
H 1.29501 1.36699 1.82123  0.2028
H 3.27146 -0.94628 0.98040  0.2204
H 3.47369 0.52343 0.15146  0.2048
H 3.69298 0.59456 1.91600  0.2250

DFT (wB97M-V/def2-TZVPD) results for C24H37N3O6S in the gas phase.

- SMILES string = CC[C@H](C(=O)NC1CCCCC1)N(C[C@@H]1CCCO1)C(=O)CNS(=O)(=O)c1ccc(OC)cc1
- energy relative to the best compared isomer or geometry (same formula, charge and spin) (eV) = 1.5692
- HOMO energy (hartree) = -0.3325
- strongest force on any atom (hartree/bohr) = 0.016

Last column: natural (NBO) charge in e.
Cartesian coordinates (Å):
C 2.71614 3.29709 2.99906  -0.6078
C 2.97807 1.80423 2.85538  -0.4002
C 1.91294 1.11539 1.99735  -0.1386
C 2.18510 -0.39851 1.89682  0.6765
O 3.15264 -0.91332 2.42549  -0.6367
N 1.23501 -1.08189 1.24218  -0.6480
C 1.20254 -2.53152 1.22003  -0.0468
C -0.15972 -3.03420 1.71045  -0.4062
C -1.26269 -2.77849 0.68564  -0.3987
C -0.91515 -3.44183 -0.64290  -0.3980
C 0.40224 -2.88137 -1.16865  -0.4216
C 1.52323 -3.11669 -0.15999  -0.4042
N 1.75609 1.73396 0.68676  -0.4396
C 2.87434 1.65708 -0.22970  -0.2401
C 2.71152 0.59810 -1.32919  0.0670
C 3.94982 -0.26515 -1.59139  -0.4147
C 3.67252 -0.78777 -3.00439  -0.4399
C 2.66082 0.23486 -3.57047  -0.0710
O 2.48507 1.23028 -2.58108  -0.5479
C 0.55315 2.24787 0.37521  0.7138
O -0.37854 2.28369 1.17071  -0.6932
C 0.33755 2.83463 -1.01967  -0.3577
N -1.05425 2.62983 -1.38296  -0.8124
S -1.34785 0.97811 -1.59774  2.3093
O -0.43907 0.21983 -0.76460  -1.0001
O -1.29619 0.68036 -2.99496  -0.9270
C -2.99897 0.75785 -0.97509  -0.3942
C -3.20640 0.86287 0.38611  -0.1744
C -4.47510 0.67230 0.90557  -0.2611
C -5.53587 0.37367 0.05012  0.3250
O -6.81196 0.16641 0.44653  -0.4823
C -7.12288 0.24371 1.81981  -0.2554
C -5.30554 0.27240 -1.32778  -0.2597
C -4.03995 0.46224 -1.83798  -0.1448
H 3.44364 3.74482 3.67151  0.2131
H 2.78632 3.79621 2.03508  0.1977
H 1.72022 3.47097 3.39970  0.2086
H 2.96255 1.32444 3.83464  0.2254
H 3.97078 1.63218 2.43684  0.2053
H 0.93995 1.23680 2.48967  0.2586
H 0.50921 -0.59115 0.73563  0.4335
H 1.98394 -2.84411 1.92375  0.2348
H -0.40266 -2.54575 2.65636  0.2102
H -0.08332 -4.10790 1.89638  0.2017
H -1.38411 -1.70624 0.52236  0.2013
H -2.21024 -3.16829 1.06550  0.2056
H -1.70991 -3.25716 -1.36839  0.2075
H -0.82768 -4.52280 -0.50173  0.1899
H 0.27809 -1.81446 -1.35264  0.2228
H 0.66004 -3.35918 -2.11673  0.2053
H 2.45676 -2.68448 -0.52298  0.2057
H 1.67902 -4.19182 -0.03906  0.2019
H 3.03911 2.62598 -0.70958  0.2233
H 3.75534 1.41304 0.36425  0.2279
H 1.85534 -0.04758 -1.09318  0.1986
H 4.83746 0.36942 -1.58485  0.2015
H 4.07178 -1.05150 -0.85083  0.2240
H 3.22751 -1.78115 -2.97332  0.2102
H 4.57794 -0.83327 -3.60596  0.2142
H 3.01488 0.73639 -4.47269  0.1890
H 1.69562 -0.24264 -3.78190  0.1804
H 0.53896 3.90978 -1.00073  0.2351
H 0.94713 2.35819 -1.78346  0.2645
H -1.64027 2.94902 -0.61773  0.4069
H -2.37384 1.09906 1.03237  0.2609
H -4.62453 0.75758 1.96957  0.2191
H -6.57021 -0.50243 2.39823  0.1806
H -8.18923 0.03636 1.88992  0.2056
H -6.92115 1.24139 2.22082  0.1803
H -6.14084 0.04074 -1.96873  0.2327
H -3.83227 0.38352 -2.89279  0.2467

DFT (wB97M-V/def2-TZVPD) results for 2 unconnected molecules or ions with the total composition C15H27N3O5S.

- SMILES string = NC[C@@H](O)CC1(C[C@H](O)CN)CCOS(=O)(=O)C1.c1ccncc1
- energy relative to the best compared isomer or geometry (same formula, charge and spin) (eV) = 2.5997
- HOMO energy (hartree) = -0.3497
- strongest force on any atom (hartree/bohr) = 0.006

Last column: natural (NBO) charge in e.
Cartesian coordinates (Å):
N 0.02823 -3.14952 1.73752  -0.8501
C 0.59465 -2.11353 0.86748  -0.2476
C -0.11056 -2.08192 -0.47851  0.0986
O -0.27434 -3.41219 -0.97941  -0.7284
C -1.51059 -1.46030 -0.53023  -0.4196
C -1.82989 -0.16358 0.25884  0.0020
C -0.67595 0.88808 0.12645  -0.4606
C -0.02554 1.48536 1.40515  0.0812
O -0.51214 2.80244 1.64588  -0.7115
C 1.51718 1.44992 1.39804  -0.2434
N 2.05170 0.80977 2.61515  -0.8271
C -2.23217 -0.49600 1.70834  -0.4561
C -2.94837 0.63396 2.43903  -0.1044
O -4.23162 0.89136 1.81892  -0.7079
S -4.10677 1.54460 0.37904  2.4031
O -3.36570 2.76417 0.47757  -0.9351
O -5.41840 1.52796 -0.17698  -0.9196
C -3.12283 0.32926 -0.44464  -0.7050
H 0.27688 -2.98570 2.70494  0.3627
H -0.98358 -3.15984 1.67984  0.3595
H 0.59978 -1.11647 1.31352  0.1714
H 1.64418 -2.37133 0.68830  0.1939
H 0.53298 -1.55621 -1.19164  0.1712
H 0.33158 -3.99689 -0.50343  0.4824
H -1.69742 -1.24949 -1.58787  0.2173
H -2.23624 -2.22986 -0.25267  0.2166
H -1.06019 1.73978 -0.43802  0.2364
H 0.11822 0.46434 -0.48807  0.2194
H -0.33451 0.95178 2.30278  0.1730
H -0.11068 3.40673 1.00783  0.4652
H 1.86457 2.48637 1.41264  0.1890
H 1.89235 0.95766 0.49637  0.1918
H 2.93886 0.36342 2.41245  0.3600
H 1.43591 0.06566 2.92159  0.3405
H -2.92588 -1.34341 1.67578  0.2190
H -1.38869 -0.81994 2.31997  0.2213
H -2.39148 1.57160 2.46077  0.2283
H -3.17314 0.34280 3.46244  0.2078
H -3.80090 -0.51324 -0.59345  0.2496
H -2.89733 0.76916 -1.41889  0.2515
C 3.53908 0.83497 -4.29336  -0.1682
C 3.77477 1.76677 -3.29558  -0.2564
C 3.61150 1.37657 -1.97543  0.0312
N 3.24096 0.15001 -1.61150  -0.4371
C 3.02148 -0.73623 -2.58048  0.0264
C 3.15349 -0.44510 -3.93004  -0.2462
H 3.65387 1.10207 -5.33584  0.2205
H 4.07772 2.77757 -3.53186  0.2230
H 3.78528 2.08023 -1.16817  0.1940
H 2.72229 -1.72806 -2.25732  0.1935
H 2.95738 -1.20555 -4.67320  0.2227

DFT (wB97M-V/def2-TZVPD) results for C5H9N in the gas phase at a distorted geometry.

- SMILES string = C=CC/C=C\N
- energy relative to the best compared isomer or geometry (same formula, charge and spin) (eV) = 2.5501
- HOMO energy (hartree) = -0.3101
- strongest force on any atom (hartree/bohr) = 0.050

Last column: natural (NBO) charge in e.
Cartesian coordinates (Å):
C 1.05505 -0.70303 1.95049  -0.4107
C 1.11856 0.06309 0.84690  -0.1547
C 0.12772 1.15278 0.56021  -0.4899
C -1.06859 0.60599 -0.18447  -0.2642
C -1.11535 -0.13498 -1.28940  -0.0032
N -0.28579 -1.13312 -1.88211  -0.7921
H 1.18125 -1.77029 1.91474  0.2119
H 0.80835 -0.09892 2.81935  0.1944
H 1.71828 -0.26330 -0.00087  0.1720
H 0.51988 1.99803 -0.01485  0.2152
H -0.28664 1.64759 1.43703  0.2206
H -2.06960 0.78968 0.16582  0.2158
H -2.10519 -0.25425 -1.73413  0.1741
H 0.69097 -0.89716 -1.69326  0.3509
H -0.28891 -1.00212 -2.89545  0.3599

DFT (wB97M-V/def2-TZVPD) results for a molecular structure, C53H56N10O7P2 at a distorted geometry.

- HOMO energy (hartree) = -0.3286
- strongest force on any atom (hartree/bohr) = 0.042

Last column: Löwdin charge in e.
Cartesian coordinates (Å):
C -1.37800 -5.73120 9.11221  0.1317
C -0.47503 -5.88391 8.33711  -0.0994
C 0.55297 -6.00668 7.29536  -0.2236
O 1.30689 -4.79467 7.10898  -0.1628
P 0.68772 -3.77710 6.02834  0.3579
O -0.65123 -3.34420 6.40745  -0.2061
O 1.70784 -2.56501 5.97909  -0.0912
O 0.77794 -4.52076 4.57591  -0.2216
P 0.42451 -3.67199 3.23325  0.3366
O 1.56298 -2.92479 2.70502  -0.2395
O -0.06070 -4.81204 2.20109  -0.1102
O -0.85734 -2.76828 3.48510  -0.0858
H -2.10101 -5.90391 9.86962  0.0298
H 0.12046 -6.35243 6.35901  0.1185
H 1.25581 -6.76285 7.63710  0.1261
H 2.52589 -2.79560 5.50036  0.0747
H -0.99491 -4.96952 2.41014  0.0821
H -1.43327 -2.72779 2.70668  0.0860
N 1.04113 3.01540 5.65805  0.0529
C 1.09752 3.14680 4.33303  -0.1599
C 1.13889 2.07303 3.45480  -0.0798
C 1.11781 0.78914 3.98251  -0.0635
C 1.05735 0.63625 5.36009  -0.0568
C 1.02238 1.77558 6.14453  -0.1548
H 1.10697 4.16248 3.95945  0.0827
H 1.17926 2.24707 2.38802  0.0820
H 1.14385 -0.08024 3.33486  0.0948
H 1.02952 -0.34678 5.80465  0.0786
H 0.96978 1.70022 7.22549  0.0826
N 4.70819 -1.62608 4.97612  0.0554
C 5.74792 -1.41683 5.78289  -0.1492
C 7.02351 -1.12353 5.32688  -0.0709
C 7.23176 -1.04416 3.95889  -0.0762
C 6.16073 -1.26248 3.10754  -0.0737
C 4.92465 -1.54846 3.66324  -0.1425
H 5.53977 -1.48568 6.84485  0.1051
H 7.83044 -0.95738 6.02687  0.1012
H 8.21184 -0.81188 3.56254  0.1075
H 6.27796 -1.20609 2.03412  0.1033
H 4.05652 -1.71839 3.03430  0.0950
N -0.18438 4.61048 1.70110  0.0525
C -1.27309 3.92264 1.35217  -0.1437
C -2.54926 4.46381 1.33890  -0.0651
C -2.70811 5.78861 1.70952  -0.0817
C -1.58906 6.51685 2.07907  -0.0748
C -0.35693 5.88309 2.05811  -0.1599
H -1.11179 2.88809 1.07512  0.0694
H -3.39509 3.85700 1.04631  0.0945
H -3.68917 6.24669 1.71366  0.1034
H -1.66824 7.55258 2.37946  0.0996
H 0.54433 6.41701 2.34131  0.1037
N 7.34280 2.55870 1.42544  0.0529
C 7.53946 2.71931 0.11759  -0.1620
C 6.52648 2.65430 -0.82689  -0.0791
C 5.23519 2.40477 -0.39021  -0.0822
C 5.01129 2.23320 0.96574  -0.0693
C 6.09459 2.32197 1.82695  -0.1605
H 8.56435 2.91003 -0.18178  0.1003
H 6.74556 2.79573 -1.87637  0.0984
H 4.41615 2.34570 -1.09571  0.1038
H 4.01999 2.03633 1.35122  0.0954
H 5.96293 2.19666 2.89620  0.1040
N -2.12747 0.93591 0.12913  0.0498
C -1.08649 0.57122 -0.61852  -0.1548
C -1.20369 0.03234 -1.89034  -0.0688
C -2.47360 -0.14195 -2.41817  -0.0755
C -3.56727 0.23068 -1.65364  -0.0705
C -3.34054 0.76215 -0.39354  -0.1539
H -0.11063 0.72069 -0.16707  0.1024
H -0.32121 -0.24395 -2.45130  0.1004
H -2.61343 -0.56141 -3.40721  0.0758
H -4.57550 0.11066 -2.02583  0.1000
H -4.16954 1.06622 0.23729  0.1022
N -3.75406 -1.74794 -5.41647  0.0528
C -2.71427 -2.11378 -6.16511  -0.1684
C -2.83242 -2.65147 -7.43746  -0.0841
C -4.10190 -2.82179 -7.96420  -0.0737
C -5.19648 -2.44717 -7.20033  -0.0690
C -4.96894 -1.91747 -5.93952  -0.1588
H -1.73816 -1.96381 -5.71563  0.1071
H -1.95078 -2.92596 -8.00014  0.1074
H -4.23683 -3.23671 -8.95474  0.1110
H -6.20480 -2.56169 -7.57301  0.1041
H -5.79706 -1.60870 -5.31081  0.1044
N -1.24170 1.36507 -9.46218  0.0394
C -1.10879 2.55416 -8.87493  -0.1461
C -1.85649 2.95882 -7.78021  -0.0696
C -2.79943 2.08242 -7.26725  -0.0676
C -2.95341 0.84298 -7.86611  -0.0634
C -2.15230 0.53535 -8.95376  -0.1477
H -0.36270 3.21050 -9.30939  0.1044
H -1.70326 3.93570 -7.34293  0.1017
H -3.40484 2.36091 -6.41402  0.1076
H -3.67888 0.13090 -7.49923  0.0809
H -2.23998 -0.42499 -9.45136  0.1027
N -2.68649 -3.71984 0.32834  0.0541
C -1.62541 -4.02245 -0.42075  -0.1554
C -1.70027 -4.42621 -1.74298  -0.0613
C -2.95344 -4.52338 -2.32424  -0.0748
C -4.07026 -4.21469 -1.56245  -0.0691
C -3.88459 -3.81951 -0.24724  -0.1526
H -0.67037 -3.92575 0.08044  0.0899
H -0.80207 -4.65747 -2.29836  0.1049
H -3.05993 -4.83443 -3.35461  0.1044
H -5.06606 -4.27859 -1.97861  0.1017
H -4.73087 -3.56676 0.38173  0.1047
N 1.41144 3.87640 12.26818  0.0484
C 1.46908 3.99647 10.94263  -0.1541
C 1.50463 2.91740 10.07237  -0.0701
C 1.48199 1.64041 10.60822  -0.0811
C 1.42321 1.49576 11.98495  -0.0784
C 1.38880 2.64097 12.76550  -0.1632
H 1.48738 5.01253 10.56457  0.1028
H 1.54985 3.07671 9.00327  0.0869
H 1.50893 0.77105 9.96302  0.1029
H 1.40377 0.51729 12.44497  0.0985
H 1.33970 2.57271 13.84692  0.0997
N -3.07515 0.21960 -12.94361  0.0503
C -3.44201 0.21845 -14.22469  -0.1653
C -2.72033 0.83777 -15.23312  -0.0813
C -1.55133 1.49960 -14.89306  -0.0863
C -1.15457 1.51309 -13.56614  -0.0693
C -1.94609 0.86058 -12.63188  -0.1464
H -4.36381 -0.30823 -14.44774  0.0992
H -3.06635 0.80167 -16.25705  0.0981
H -0.95938 1.99672 -15.65126  0.1030
H -0.24976 2.01824 -13.25701  0.1008
H -1.67071 0.84720 -11.58476  0.0599

DFT (wB97M-V/def2-TZVPD) results for 2 unconnected molecules or ions with the total composition C2HO4S at a distorted geometry.

- energy relative to the best compared isomer or geometry (same formula, charge and spin) (eV) = 0.2525
- HOMO energy (hartree) = -0.1155
- total charge = -1
- strongest force on any atom (hartree/bohr) = 0.053

Last column: natural (NBO) charge in e.
Cartesian coordinates (Å):
C -0.93178 0.06264 0.33227  0.0345
C 2.08261 0.52778 -0.09909  1.0585
O 0.10406 0.64698 0.72646  -0.7259
O 1.98880 -0.41129 -0.80591  -0.5692
O 2.40422 1.55902 0.35945  -0.5697
O -2.61510 -1.66174 -0.66354  -1.0533
S -1.14154 -1.48635 -0.27820  0.7122
H -1.89127 0.76296 0.42855  0.1128